(1)
Here is one molecule with the formula C3H4NP at a distorted geometry from the Open Molecules 2025 dataset. Energies are from ωB97M-V/def2-TZVPD.

Element x y z (Å)
1 H 1.64682 -0.27952 -1.51965
2 P 2.07262 -0.24774 -0.19885
3 C 0.42856 -0.06189 0.20890
4 C -0.80475 0.28070 -0.60580
5 C 0.16639 -0.35646 1.57212
6 N -0.11920 -0.47903 2.67636
7 H -1.04119 1.15099 -0.14561
8 H -0.70875 0.39983 -1.68468
9 H -1.64049 -0.40690 -0.30279

Output
**Energy above the lowest of the compared OMol25 structures with the same formula, charge and spin**: 70.00 kJ/mol
**SMILES string**: [H]/P=C(\C)C#N

***

(2)
Here is a 4-piece molecular cluster, C36H72BrN2O14P3Si overall at a distorted geometry from the Open Molecules 2025 dataset. Energies are from ωB97M-V/def2-TZVPD.

Element x y z (Å)
1 C -6.78399 0.03598 6.83012
2 O -6.83579 -1.29333 6.34458
3 C -7.83173 -1.51684 5.37298
4 C -8.44271 -2.91920 5.49441
5 C -7.41236 -4.01343 5.75911
6 C -6.48507 -4.22429 4.52051
7 C -5.02220 -4.18148 4.87126
8 C -4.42974 -5.28503 5.55754
9 N -3.18214 -5.37119 5.91535
10 C -2.46468 -4.27665 5.52774
11 C -1.07589 -4.21684 5.83181
12 Br -0.24878 -5.68054 6.74111
13 C -0.29390 -3.15793 5.47444
14 C -0.84754 -2.06018 4.76390
15 C -0.04564 -0.86594 4.29440
16 C 1.04666 -0.36775 5.27442
17 O 0.72042 0.88444 5.85776
18 Si 1.28946 2.22151 5.02509
19 C 0.27751 2.66947 3.50126
20 C 1.09428 3.67872 6.21062
21 C 3.12082 2.14820 4.57086
22 C -2.19132 -2.08902 4.48928
23 C -3.01674 -3.17565 4.86015
24 N -4.34669 -3.12162 4.50997
25 H -7.44657 0.72480 6.30021
26 H -7.02691 0.03598 7.89829
27 H -5.76196 0.41910 6.73512
28 H -8.65243 -0.78991 5.40555
29 H -7.38568 -1.42041 4.36890
30 H -9.02003 -3.10420 4.58122
31 H -9.18645 -2.86740 6.29928
32 H -6.85716 -3.85721 6.68417
33 H -7.98027 -4.94209 5.89053
34 H -6.67829 -3.40174 3.83041
35 H -6.74161 -5.16736 4.03245
36 H -5.07591 -6.12654 5.80565
37 H 0.75942 -3.16636 5.72998
38 H -0.75630 -0.04007 4.18805
39 H 0.35813 -1.03020 3.28945
40 H 2.01297 -0.38184 4.75430
41 H 1.12748 -1.08729 6.09496
42 H 0.58630 3.68750 3.23237
43 H -0.79132 2.70694 3.72290
44 H 0.50752 2.03458 2.64094
45 H 1.84700 3.62338 6.99979
46 H 1.23928 4.59932 5.63595
47 H 0.07707 3.69149 6.61041
48 H 3.70456 1.40563 5.11871
49 H 3.25956 2.07339 3.48778
50 H 3.54953 3.12208 4.83917
51 H -2.64198 -1.24873 3.97129
52 C 0.50686 7.25326 -2.63150
53 C 1.80628 7.32673 -1.84961
54 O 1.91798 6.26985 -0.90591
55 P 2.43153 4.77272 -1.38656
56 O 3.74265 5.14575 -1.99918
57 O 2.92728 4.19032 0.04959
58 C 4.27164 3.75624 0.25579
59 C 5.11853 4.87698 0.82530
60 O 0.93543 4.14324 -1.06950
61 C 0.04048 3.76264 -2.12234
62 C 0.73973 3.20752 -3.34482
63 H 0.51287 6.39787 -3.31479
64 H 0.36158 8.15390 -3.22973
65 H -0.34321 7.13627 -1.95861
66 H 2.66298 7.33095 -2.52881
67 H 1.83557 8.25649 -1.28008
68 H 4.70105 3.35982 -0.66387
69 H 4.23458 2.93063 0.96940
70 H 5.01535 5.79348 0.24581
71 H 6.17102 4.58984 0.84899
72 H 4.80219 5.10834 1.84401
73 H -0.59007 4.61495 -2.38733
74 H -0.62203 3.00096 -1.70908
75 H 1.40357 3.95571 -3.79788
76 H 0.01180 2.90749 -4.09834
77 H 1.34806 2.33956 -3.08178
78 C -1.09327 -5.42879 -3.76992
79 C -2.01318 -4.59696 -2.89468
80 O -2.25108 -5.21864 -1.63739
81 P -1.15629 -5.07008 -0.42889
82 O -0.94916 -3.60657 -0.27873
83 O -2.09500 -5.41869 0.85040
84 C -2.26124 -4.48827 1.92140
85 C -3.48877 -3.62380 1.71435
86 O -0.68208 -6.64326 -0.44973
87 C 0.59121 -7.03742 -0.97873
88 C 1.69155 -6.02514 -0.74104
89 H -0.07468 -5.43069 -3.36998
90 H -1.05077 -5.02567 -4.78266
91 H -1.43511 -6.46330 -3.81626
92 H -1.60797 -3.59098 -2.75817
93 H -2.98443 -4.49575 -3.38034
94 H -1.36550 -3.88019 2.05027
95 H -2.37682 -5.07661 2.83423
96 H -3.50880 -3.18099 0.71766
97 H -3.52699 -2.83169 2.44678
98 H -4.39530 -4.22528 1.80938
99 H 0.48786 -7.25773 -2.04471
100 H 0.85369 -7.97665 -0.49032
101 H 1.47002 -5.07080 -1.23296
102 H 2.63832 -6.39257 -1.13637
103 H 1.81081 -5.82741 0.32585
104 C 7.04386 3.24337 -7.52680
105 C 6.47804 2.47384 -8.70634
106 O 5.42436 1.60135 -8.31128
107 P 3.90967 2.18447 -8.11167
108 O 3.58899 2.86987 -9.38892
109 O 3.05528 0.80422 -8.24062
110 C 2.04282 0.65174 -9.23399
111 C 2.59881 0.00336 -10.48618
112 O 3.87824 1.99561 -6.48056
113 C 3.96759 3.11962 -5.59278
114 C 3.30271 4.37537 -6.11031
115 H 6.32176 3.98026 -7.16194
116 H 7.94962 3.78016 -7.81163
117 H 7.27803 2.56966 -6.70189
118 H 6.13977 3.16003 -9.48674
119 H 7.25689 1.84488 -9.13853
120 H 1.57109 1.60782 -9.45884
121 H 1.27085 0.01158 -8.80227
122 H 3.50363 0.50345 -10.82954
123 H 1.85962 0.02080 -11.28885
124 H 2.86576 -1.03597 -10.28694
125 H 5.01743 3.30752 -5.35530
126 H 3.48696 2.81828 -4.66069
127 H 3.76937 4.72435 -7.03858
128 H 3.38444 5.17493 -5.37289
129 H 2.24548 4.19760 -6.32106

Output
**SMILES string**: COCCCCc1cnc2c(Br)cc(CCO[Si](C)(C)C)cc2n1.CCOP(=O)(OCC)OCC.CCOP(=O)(OCC)OCC.CCOP(=O)(OCC)OCC
**DFT total energy**: -175935.6823 eV

***

(3)
Here is a 2-piece molecular cluster, C26H25BO7 overall at a distorted geometry from the Open Molecules 2025 dataset. Energies are from ωB97M-V/def2-TZVPD.

Element x y z (Å)
1 C 5.85526 -0.10376 -3.05664
2 O 5.16696 0.64829 -2.02393
3 C 3.83693 0.39375 -1.86951
4 C 3.10463 1.14844 -0.91603
5 C 1.72727 1.00965 -0.84546
6 C 1.03266 0.20088 -1.75838
7 C -0.48157 0.14668 -1.65871
8 C -1.34553 -0.97616 -2.20931
9 C -1.10377 -2.33134 -2.06959
10 C -2.13551 -3.23490 -2.37104
11 C -3.43620 -2.76687 -2.60869
12 C -3.71415 -1.39292 -2.53125
13 C -2.66658 -0.49089 -2.37578
14 C -2.66806 0.96816 -2.16745
15 C -3.70785 1.88794 -2.03631
16 C -3.41274 3.23702 -1.78592
17 C -2.08331 3.63576 -1.57112
18 C -1.05065 2.68520 -1.52339
19 C -1.34319 1.38007 -1.87605
20 C 1.75548 -0.64568 -2.59921
21 C 3.14871 -0.56791 -2.65231
22 H 6.86883 0.29329 -3.04617
23 H 5.86732 -1.18055 -2.82950
24 H 5.39456 0.04938 -4.04501
25 H 3.62023 1.83452 -0.24639
26 H 1.16823 1.53479 -0.06864
27 H -0.60094 -0.03503 -0.61978
28 H -0.12310 -2.66029 -1.73043
29 H -1.92824 -4.30233 -2.33556
30 H -4.23667 -3.47877 -2.82379
31 H -4.73217 -1.00513 -2.56263
32 H -4.73180 1.52794 -2.12131
33 H -4.21806 3.97720 -1.76623
34 H -1.85986 4.68019 -1.36533
35 H -0.03669 2.95741 -1.23684
36 H 1.22669 -1.36168 -3.23565
37 H 3.70532 -1.24569 -3.30511
38 C 2.86219 -2.13168 3.00688
39 C 1.86964 -1.00472 3.07798
40 O 1.91728 -0.00992 2.38652
41 O 0.91964 -1.17108 4.08786
42 B -0.15950 -0.31650 4.35273
43 O -1.46167 -0.78799 4.11587
44 C -1.78689 -1.57578 3.00922
45 C -3.15412 -2.16443 3.14552
46 O -1.04073 -1.74693 2.06823
47 O -0.00354 0.99614 4.85245
48 C -0.17390 1.87386 3.77277
49 C -0.07954 3.31123 4.14695
50 O -0.37067 1.44324 2.64997
51 H 2.43916 -3.05099 3.42198
52 H 3.19205 -2.27369 1.96700
53 H 3.75736 -1.82354 3.56381
54 H -3.80730 -1.50323 3.71523
55 H -3.58042 -2.35891 2.15637
56 H -3.05914 -3.12018 3.67115
57 H 0.88898 3.49837 4.61870
58 H -0.14505 3.89743 3.22046
59 H -0.88631 3.60267 4.83675

Output
**Energy above the lowest of the compared OMol25 structures with the same formula, charge and spin**: 35.16 kJ/mol
**SMILES string**: COc1ccc(C2c3ccccc3-c3ccccc32)cc1.CC(=O)OB(OC(C)=O)OC(C)=O

***

(4)
Here is C19H17BBrN2O5PtSTe as an isolated structure at a distorted geometry from the Open Molecules 2025 dataset. Energies are from ωB97M-V/def2-TZVPD.

Element x y z (Å)
1 Pt -0.71702 0.31187 -1.87197
2 O 1.44206 2.54041 0.26075
3 S 0.81145 2.57514 -1.05111
4 O 1.21424 3.87845 -1.71386
5 O 1.25660 1.41252 -1.87743
6 O -0.66237 2.46387 -0.95129
7 O -3.75441 -0.38387 -1.62360
8 C -2.63968 -0.26067 -1.71445
9 Br 3.16591 -1.73993 -5.64630
10 C 1.84329 -2.17633 -4.39383
11 C 1.55714 -3.49424 -4.07926
12 C 0.56684 -3.75399 -3.14427
13 C -0.09623 -2.69517 -2.55927
14 N 0.18770 -1.42636 -2.87191
15 C 1.13905 -1.15968 -3.77059
16 H 2.09624 -4.29992 -4.55823
17 H 0.30859 -4.76758 -2.87399
18 H -0.88184 -2.85321 -1.83205
19 H 1.33049 -0.11718 -3.98828
20 Te 0.49731 0.15946 1.06499
21 C 0.79029 -1.40191 2.44587
22 C 1.90252 -1.46257 3.27337
23 C 1.98759 -2.48867 4.20386
24 C 0.97380 -3.43150 4.29626
25 C -0.13004 -3.36279 3.45738
26 C -0.22810 -2.34491 2.51957
27 C -0.68180 1.34869 2.29267
28 C -0.13674 1.91149 3.44053
29 C -0.95553 2.66599 4.26427
30 C -2.29587 2.84282 3.94247
31 C -2.82477 2.27971 2.79047
32 C -2.01327 1.53466 1.94740
33 H 2.69636 -0.73042 3.20096
34 H 2.84748 -2.54918 4.85678
35 H 1.04463 -4.22669 5.02583
36 H -0.91745 -4.10044 3.53175
37 H -1.09629 -2.29530 1.87179
38 H 0.90764 1.78164 3.69434
39 H -0.54451 3.11857 5.15609
40 H -2.92980 3.43245 4.59071
41 H -3.86476 2.43165 2.53645
42 H -2.42152 1.12804 1.03076
43 B -0.12850 3.70040 -4.72144
44 C -0.63518 2.37182 -4.20451
45 N -0.99207 1.34852 -3.75474
46 H 0.85756 3.67931 -5.38489
47 H 0.88185 3.93633 -2.66652
48 H -0.75890 4.66871 -4.44153

Output
**2S+1**: 5
**Energy above the lowest of the compared OMol25 structures with the same formula, charge and spin**: 0.00 kJ/mol
**Net charge**: +1